Record 1
C52H54CrIN3P2Si2 as an isolated structure. Source: the Open Molecules 2025 dataset; level of theory: the ωB97M-V functional and the def2-TZVPD basis.

Element x y z (Å)
Cr -0.699 -0.337 -0.070
C 2.027 -1.703 -1.330
P 0.319 -2.282 -1.926
C -0.829 -3.646 -1.510
C -1.493 -4.179 -2.629
C -2.564 -5.036 -2.482
C -3.016 -5.391 -1.216
C -2.389 -4.857 -0.111
C -1.313 -3.992 -0.260
C 1.193 -3.211 -3.317
C 1.527 -4.560 -3.274
C 2.202 -5.166 -4.319
C 2.566 -4.429 -5.436
C 2.251 -3.078 -5.490
C 1.571 -2.482 -4.440
C 2.238 -0.978 -0.051
C 3.349 -0.937 0.771
C 2.976 -0.146 1.883
C 1.662 0.253 1.666
C 0.825 1.183 2.495
P -0.350 2.411 1.606
C -0.684 3.392 3.152
C 0.363 4.008 3.842
C 0.139 4.741 4.995
C -1.146 4.867 5.501
C -2.193 4.255 4.835
C -1.960 3.534 3.673
C 1.203 3.476 0.997
C 1.030 4.856 0.902
C 2.028 5.709 0.468
C 3.255 5.192 0.071
C 3.450 3.826 0.142
C 2.447 2.984 0.611
N 1.231 -0.249 0.488
H 2.094 -1.013 -2.184
H 2.760 -2.503 -1.462
H -1.188 -3.896 -3.623
H -3.059 -5.417 -3.366
H -3.864 -6.056 -1.100
H -2.738 -5.088 0.887
H -0.906 -3.519 0.609
H 1.253 -5.147 -2.405
H 2.445 -6.220 -4.256
H 3.088 -4.902 -6.261
H 2.522 -2.485 -6.355
H 1.307 -1.432 -4.499
H 4.294 -1.428 0.591
H 3.582 0.131 2.732
H 1.511 1.763 3.127
H 0.154 0.622 3.165
H 1.375 3.921 3.466
H 0.978 5.211 5.496
H -1.327 5.435 6.407
H -3.203 4.335 5.212
H -2.795 3.087 3.171
H 0.086 5.299 1.197
H 1.837 6.776 0.430
H 4.040 5.844 -0.294
H 4.393 3.392 -0.165
H 2.659 1.930 0.653
C 0.516 -2.071 4.335
Si -0.109 -2.714 2.669
C 1.369 -3.404 1.744
C -1.112 -4.310 3.048
N -0.938 -1.453 1.827
C -1.963 -0.840 2.503
C -2.695 -1.384 3.572
C -3.849 -0.794 4.065
C -4.317 0.384 3.514
C -3.535 1.005 2.547
C -2.313 0.496 2.119
N -1.518 1.201 1.212
Si -1.751 3.745 0.107
C -0.909 4.311 -1.500
C -2.328 5.372 0.985
C -3.392 2.998 -0.468
H 0.929 -2.873 4.946
H -0.271 -1.580 4.901
H 1.299 -1.342 4.142
H 1.603 -4.372 2.191
H 2.231 -2.755 1.813
H 1.169 -3.571 0.688
H -0.728 -4.740 3.974
H -0.951 -5.048 2.262
H -2.184 -4.181 3.155
H -2.384 -2.321 4.009
H -4.390 -1.286 4.867
H -5.250 0.829 3.837
H -3.866 1.941 2.115
H 0.174 4.257 -1.479
H -1.187 5.342 -1.716
H -1.244 3.689 -2.327
H -1.796 5.639 1.892
H -3.379 5.280 1.260
H -2.242 6.201 0.283
H -3.320 2.710 -1.516
H -4.183 3.747 -0.383
H -3.681 2.116 0.084
I -3.295 -0.771 -1.155
C -2.686 0.139 -2.921
C -3.561 0.113 -3.980
C -3.214 0.731 -5.197
C -2.007 1.353 -5.312
C -1.093 1.386 -4.230
C 0.156 2.040 -4.382
C 1.033 2.071 -3.338
C 0.710 1.446 -2.114
C -0.480 0.781 -1.883
C -1.406 0.774 -2.988
H -4.518 -0.380 -3.885
H -3.907 0.705 -6.028
H -1.722 1.833 -6.242
H 0.386 2.509 -5.333
H 1.987 2.579 -3.434
H 1.456 1.478 -1.325

Computed properties:
Charge: -2
E: -4782.085068 Eh
E_LUMO (spin up / spin down): 4.04 / 4.04 eV
Multiplicity: 5

=====

Record 2
An isolated molecule of C4H8N2S. Source: the Open Molecules 2025 dataset; level of theory: the ωB97M-V functional and the def2-TZVPD basis.

Element x y z (Å)
C -0.825 -0.409 1.009
C -0.611 1.058 0.743
C 0.834 0.648 -1.202
C 1.577 -0.359 -0.858
H -1.584 -2.212 0.339
H -0.313 -1.742 -0.530
H -1.643 -0.508 1.778
H 0.102 -0.524 1.814
H 0.095 2.410 -0.642
H 0.761 1.043 -2.155
H 2.102 -0.887 -1.690
H 1.661 -0.871 0.082
N -1.070 -1.408 -0.045
N 0.099 1.450 -0.341
S -1.185 2.311 1.698

Computed properties:
Charge: 0
E: -664.847285 Eh
E_LUMO: 0.35 eV
SMILES: C=CNC(=S)CN

=====

Record 3
C5H5MnO6 as an isolated structure. Source: the Open Molecules 2025 dataset; level of theory: the ωB97M-V functional and the def2-TZVPD basis.

Element x y z (Å)
C 2.927 2.069 -0.502
C 1.574 1.668 0.212
O 1.628 1.477 1.446
O 2.935 2.218 -1.681
H 3.762 2.296 0.192
H 0.763 2.315 -0.174
C -0.803 -0.765 0.347
C -0.939 -2.086 -0.515
O -2.172 -1.864 -1.154
C -2.875 -0.892 -0.567
O -2.085 -0.260 0.357
O -4.033 -0.687 -0.699
O -0.311 -0.844 1.520
H -0.987 -2.950 0.159
H -0.133 -2.179 -1.248
Mn 0.722 0.304 2.644
H 0.028 0.179 -0.339

Computed properties:
Charge: +2
E: -1795.090582 Eh
E_LUMO (spin up / spin down): -10.68 / -13.28 eV
Multiplicity: 7

=====

Record 4
A 2-piece molecular cluster, C5H12NO3 overall. Source: the Open Molecules 2025 dataset; level of theory: the ωB97M-V functional and the def2-TZVPD basis.

Element x y z (Å)
O 3.836 -0.382 0.677
C 2.716 -0.818 0.460
N 1.593 -0.041 0.187
C 0.301 -0.748 -0.235
C -0.705 0.325 -0.111
C -1.930 0.256 -1.172
O -2.086 -1.043 -1.258
C -0.006 -1.949 0.713
H 2.470 -1.931 0.488
H 1.625 0.981 0.304
H 0.506 -1.063 -1.314
H -0.361 1.331 -0.571
H -1.140 0.468 0.905
H -2.741 0.965 -0.622
H -1.869 0.732 -2.214
H -0.906 -2.461 0.231
H 0.772 -2.813 0.488
H -0.282 -1.800 1.754
H -0.924 2.896 -0.186
H -0.407 3.462 1.215
O -0.463 3.634 0.259

Computed properties:
Charge: -1
E: -478.131889 Eh
E_LUMO: 3.57 eV

=====

Record 5
C15H29HoOS as an isolated structure. Source: the Open Molecules 2025 dataset; level of theory: the ωB97M-V functional and the def2-TZVPD basis.

Element x y z (Å)
C 1.729 2.162 -0.011
H 2.155 2.873 0.711
H 2.334 2.183 -0.927
H 1.880 1.158 0.445
C 0.302 2.619 -0.341
H -0.279 1.943 -1.056
H -0.290 2.762 0.586
C 0.397 3.949 -1.104
H -0.583 4.379 -1.328
H 0.969 4.676 -0.518
H 0.924 3.794 -2.057
C -0.707 -2.115 -0.739
C -1.095 -1.204 -1.779
C 0.093 -0.532 -2.238
C 1.205 -1.030 -1.488
C 0.716 -1.993 -0.550
C 1.566 -2.892 0.280
C 2.635 -0.777 -1.814
C 0.177 0.458 -3.346
C -2.496 -0.868 -2.157
C -1.620 -2.991 0.042
Ho -0.479 0.133 0.129
H 3.296 -1.049 -0.983
H 2.941 -1.375 -2.689
H 2.821 0.278 -2.056
H 2.518 -2.412 0.549
H 1.057 -3.198 1.203
H 1.816 -3.815 -0.273
H -2.594 -2.511 0.215
H -1.820 -3.931 -0.494
H -1.196 -3.258 1.020
H -2.556 0.107 -2.665
H -2.914 -1.624 -2.836
H -3.161 -0.818 -1.277
H 0.874 1.280 -3.115
H 0.527 -0.022 -4.275
H -0.805 0.907 -3.551
C -1.676 1.426 4.486
S -0.404 0.774 3.400
C -0.331 -0.922 4.020
O -1.260 0.514 2.100
H -1.230 1.524 5.477
H -2.540 0.745 4.497
H -1.962 2.417 4.111
H -1.360 -1.272 4.197
H 0.166 -1.546 3.262
H 0.260 -0.904 4.938

Computed properties:
Charge: +2
E: -2009.905356 Eh
E_LUMO (spin up / spin down): -7.27 / -7.11 eV
Multiplicity: 5

=====

Record 6
C28H25BClIrN4O10 as an isolated structure. Source: the Open Molecules 2025 dataset; level of theory: the ωB97M-V functional and the def2-TZVPD basis.

Element x y z (Å)
Ir -0.004 1.763 0.285
O -2.290 1.831 -3.323
C -1.758 1.733 -2.126
O -0.530 1.656 -2.001
C -2.671 1.739 -1.019
C -4.056 1.833 -1.127
C -4.834 1.890 0.010
C -4.219 1.848 1.266
C -2.846 1.743 1.276
N -2.085 1.694 0.206
C -2.022 1.686 2.673
O -2.664 2.050 3.623
O -0.867 1.239 2.448
H -1.587 1.826 -3.993
H -4.482 1.867 -2.120
H -5.912 1.959 -0.044
H -4.786 1.894 2.184
C 2.498 -0.008 -1.855
C 2.891 0.941 -0.782
N 2.083 1.598 0.040
C 2.859 2.392 0.846
C 4.166 2.214 0.509
N 4.154 1.300 -0.514
C 5.472 2.799 0.947
O 5.421 3.717 1.871
O 6.473 2.407 0.404
C 2.178 3.269 1.844
O 2.860 4.033 2.521
O 0.910 3.148 1.847
H 1.430 0.075 -2.048
H 2.730 -1.034 -1.563
H 3.044 0.216 -2.770
H 5.007 0.974 -0.949
H 4.496 3.903 2.205
Cl -3.070 6.801 0.374
C -1.541 6.093 0.050
C -0.391 6.861 -0.048
C 0.801 6.221 -0.345
C 0.806 4.848 -0.504
N -0.296 4.108 -0.376
C -1.451 4.719 -0.126
H -0.431 7.932 0.092
H 1.722 6.779 -0.435
H 1.726 4.325 -0.733
H -2.346 4.118 -0.052
C 0.821 -6.982 -0.500
C -0.524 -6.253 -0.320
C -1.356 -6.989 0.745
C -1.277 -6.316 -1.648
C -0.253 -4.829 0.146
C 0.473 -4.633 1.333
C 0.834 -3.382 1.803
C 0.436 -2.301 1.046
O 0.670 -0.962 1.233
B -0.014 -0.314 0.229
O -0.626 -1.215 -0.609
C -0.339 -2.468 -0.098
C -0.686 -3.714 -0.573
H 0.639 -8.003 -0.837
H 1.392 -7.028 0.425
H 1.428 -6.474 -1.252
H -1.553 -8.009 0.412
H -2.312 -6.485 0.894
H -0.842 -7.041 1.703
H -1.423 -7.359 -1.927
H -0.713 -5.834 -2.449
H -2.262 -5.852 -1.574
H 0.771 -5.496 1.911
H 1.401 -3.251 2.715
H -1.268 -3.810 -1.479

Computed properties:
Charge: +1
E: -2642.736153 Eh
E_LUMO (spin up / spin down): -5.23 / -5.53 eV
Multiplicity: 2

=====

Record 7
C31H41As3NO7Pt as an isolated structure. Source: the Open Molecules 2025 dataset; level of theory: the ωB97M-V functional and the def2-TZVPD basis.

Element x y z (Å)
Pt -0.759 0.180 -0.389
C 3.869 0.822 -0.544
As 1.883 0.650 -0.892
C 1.770 2.310 -1.904
C 1.897 -0.500 -2.529
C 1.959 -2.034 -2.397
C 2.670 -2.609 -3.630
C 0.569 -2.676 -2.359
As -0.733 -2.108 -0.961
C -2.326 -2.817 -1.814
C -0.446 -3.493 0.397
C 2.749 -2.379 -1.142
As 3.129 -4.282 -0.764
C 4.907 -4.427 -1.637
C 3.863 -3.886 1.023
H 4.227 0.052 0.137
H 4.016 1.792 -0.066
H 4.450 0.792 -1.465
H 2.625 2.420 -2.578
H 1.731 3.154 -1.216
H 0.846 2.315 -2.481
H 2.749 -0.160 -3.129
H 0.984 -0.215 -3.065
H 2.166 -2.298 -4.543
H 2.657 -3.700 -3.591
H 3.705 -2.276 -3.682
H 0.691 -3.767 -2.285
H 0.071 -2.475 -3.315
H -2.206 -3.880 -2.042
H -2.535 -2.264 -2.730
H -3.172 -2.679 -1.138
H -0.396 -4.476 -0.076
H -1.299 -3.451 1.073
H 0.470 -3.318 0.961
H 2.192 -1.984 -0.279
H 3.708 -1.851 -1.181
H 4.822 -4.646 -2.699
H 5.465 -5.241 -1.175
H 5.479 -3.508 -1.514
H 3.064 -3.613 1.709
H 4.568 -3.058 0.965
H 4.379 -4.753 1.432
O -3.548 5.745 -1.008
C -2.964 4.694 -1.196
C -3.586 3.412 -1.692
O -4.688 3.295 -2.200
C -2.589 2.353 -1.411
C -1.444 2.961 -0.772
O -0.554 2.287 -0.175
C -1.523 4.414 -0.883
O -0.628 5.241 -0.782
O -2.642 1.137 -1.674
C 2.527 1.123 3.035
C 1.218 1.850 2.894
C 1.219 3.238 2.830
C 0.042 3.925 2.601
C -1.147 3.240 2.440
C -1.176 1.844 2.512
N -2.291 1.072 2.274
C -3.589 1.370 1.922
C -4.278 2.496 2.383
C -5.586 2.728 2.006
C -6.248 1.840 1.175
C -5.602 0.686 0.780
C -4.293 0.418 1.149
C -3.729 -0.920 0.726
O -4.502 -1.785 0.312
O -2.473 -1.143 0.875
C 0.025 1.146 2.780
C 0.032 -0.358 2.848
H 3.346 1.840 3.029
H 2.654 0.435 2.193
H 2.581 0.548 3.962
H 2.157 3.769 2.928
H 0.061 5.000 2.499
H -2.030 3.792 2.157
H -2.061 0.124 1.958
H -3.793 3.179 3.064
H -6.103 3.599 2.380
H -7.258 2.039 0.850
H -6.109 -0.050 0.176
H -0.891 -0.751 3.264
H 0.849 -0.718 3.464
H 0.154 -0.776 1.838

Computed properties:
Charge: -1
E: -8613.972951 Eh
E_LUMO (spin up / spin down): 0.65 / 0.65 eV

=====

Record 8
A 2-piece molecular cluster, C3H6N2O2 overall. Source: the Open Molecules 2025 dataset; level of theory: the ωB97M-V functional and the def2-TZVPD basis.

Element x y z (Å)
C 0.266 -1.406 0.737
N -0.848 -0.001 -0.907
C 0.699 1.637 0.871
C 0.364 -0.482 -0.448
O -2.032 -0.079 -0.172
N 1.118 2.553 0.297
O 1.350 -0.336 -1.144
H -2.508 -0.874 -0.456
H -0.847 0.664 -1.670
H 1.705 3.216 -0.165
H 1.259 -1.555 1.150
H -0.391 -0.972 1.488
H -0.135 -2.366 0.417

Computed properties:
Charge: 0
E: -377.803668 Eh
E_LUMO: 0.88 eV

=====

| no. | F_max (Eh/bohr) |
| --- | --- |
| 1 | 0.027 |
| 2 | 0.067 |
| 3 | 0.084 |
| 4 | 0.102 |
| 5 | 0.036 |
| 6 | 0.070 |
| 7 | 0.058 |
| 8 | 0.034 |